The following is a quantum chemistry calculation of a structure of composition C16H23BN6O2ReS2, from the OMol25 dataset.

Cartesian coordinates (Å):
Re: -0.6055 1.0527 -0.3446
C: 2.8436 -1.5578 -3.0843
C: 2.0252 -0.3612 -2.7241
C: 0.8452 -0.0647 -3.4255
C: 0.1064 1.0657 -3.1516
C: 0.5224 1.9711 -2.1400
C: 1.6907 1.6426 -1.4052
C: 2.4225 0.4962 -1.7019
H: 2.2319 -2.3398 -3.5292
H: 3.3640 -1.9607 -2.2174
H: 3.5986 -1.2715 -3.8207
H: 0.5269 -0.7302 -4.2179
H: -0.7721 1.2966 -3.7410
H: 0.1772 2.9962 -2.1766
H: 2.0793 2.3527 -0.6830
H: 3.3216 0.2764 -1.1412
N: -1.7692 3.0314 -0.4435
N: -2.8618 2.7831 -1.2994
C: -3.1890 1.4824 -1.5912
O: -4.1350 1.0960 -2.1808
O: -2.2265 0.5921 -1.1073
H: -2.1019 3.3288 0.4761
H: -1.2293 3.8052 -0.8259
H: -3.5839 3.4851 -1.3940
C: -1.9915 -2.7935 -1.4608
N: -1.9381 -2.6180 -0.0161
C: -2.8089 -3.1789 0.8802
C: -2.3978 -2.7978 2.1149
N: -1.2768 -2.0148 1.9778
B: -0.6336 -1.4585 3.3114
N: 0.6329 -0.5655 3.0633
C: 1.8774 -0.8716 3.5443
C: 2.6862 0.2047 3.3557
N: 1.9227 1.1722 2.7507
C: 2.3600 2.5360 2.4854
C: 0.6868 0.6724 2.5838
S: -0.6510 1.5552 1.8705
C: -1.0252 -1.9067 0.6750
S: 0.2746 -1.0493 -0.1468
H: -2.9189 -3.3043 -1.7014
H: -1.1519 -3.3990 -1.7964
H: -1.9831 -1.8232 -1.9522
H: -3.6299 -3.7970 0.5644
H: -2.8027 -3.0225 3.0855
H: -0.2616 -2.3972 3.9451
H: -1.4672 -0.7914 3.8525
H: 2.0755 -1.8240 4.0011
H: 3.7140 0.3784 3.6188
H: 3.4440 2.5645 2.5442
H: 1.9403 3.2140 3.2264
H: 2.0425 2.8474 1.4930

The multiplicity is 2. The net charge is +2. As for the total energy: -2001.55180 Eh. The calculation puts the energy above the lowest of the compared OMol25 structures with the same formula, charge and spin at 122.59 kJ/mol.

Mulliken atomic charge list, values in e, 5 entries:
1 Re 1.5676
2 C -1.6555
3 C 0.8778
4 C -0.4379
5 C -0.6886